Run one
74
Properties=species:S:1:pos:R:3 method="wB97M-V/def2-TZVPD" total_charge=+1 homo_ev=-9.6310 homo_lumo_gap_ha=0.200
C -7.422 -2.383 3.824
N -7.029 -1.095 3.291
C -8.100 -0.369 2.642
C -5.725 -0.694 3.272
C -5.343 0.608 2.824
C -4.006 0.952 2.733
C -2.973 0.022 3.027
C -1.578 0.350 2.845
C -0.526 -0.475 3.224
C 0.852 -0.132 3.184
C 1.857 -1.182 3.182
C 1.496 -2.528 2.915
C 2.424 -3.550 2.916
C 3.805 -3.279 3.115
N 4.730 -4.284 3.070
C 6.147 -4.032 2.898
C 4.408 -5.659 3.403
C 4.189 -1.935 3.355
C 3.225 -0.951 3.477
C 1.235 1.272 3.173
C 0.416 2.251 3.779
C 0.770 3.587 3.815
C 2.019 4.003 3.292
N 2.394 5.328 3.367
C 3.729 5.744 3.740
C 1.566 6.389 2.833
C 2.863 3.042 2.682
C 2.446 1.725 2.583
C -3.359 -1.244 3.519
C -4.691 -1.586 3.677
H -6.853 -2.621 4.731
H -8.490 -2.340 4.077
H -7.282 -3.208 3.100
H -7.710 0.448 2.032
H -8.678 -1.053 2.001
H -8.790 0.037 3.397
H -6.097 1.340 2.542
H -3.736 1.968 2.427
H -1.377 1.346 2.447
H -0.754 -1.481 3.570
H 0.467 -2.773 2.689
H 2.095 -4.565 2.706
H 6.309 -3.072 2.400
H 6.685 -4.033 3.860
H 6.575 -4.830 2.278
H 3.336 -5.767 3.585
H 4.714 -6.317 2.577
H 4.956 -5.969 4.311
H 5.241 -1.675 3.468
H 3.563 0.028 3.802
H -0.530 1.967 4.234
H 0.122 4.317 4.301
H 4.250 4.930 4.255
H 4.305 6.057 2.856
H 3.650 6.611 4.413
H 0.613 5.988 2.462
H 1.377 7.146 3.608
H 2.099 6.888 2.002
H 3.822 3.356 2.253
H 3.093 1.024 2.052
H -2.603 -1.985 3.762
H -4.933 -2.576 4.064
C 0.260 1.200 -1.329
N -0.216 0.907 0.013
N -1.563 0.501 -0.062
C -2.434 1.633 -0.286
H 1.313 1.469 -1.252
H 0.151 0.328 -1.988
H -0.332 2.033 -1.729
H 0.311 0.151 0.453
H -1.796 -0.073 0.743
H -3.454 1.328 -0.025
H -2.156 2.516 0.316
H -2.352 1.907 -1.346

Run two
74
Properties=species:S:1:pos:R:3 method="wB97M-V/def2-TZVPD" total_charge=+1 homo_ev=-9.4645 homo_lumo_gap_ha=0.197
C 0.826 0.861 1.382
N 0.907 1.432 2.701
C 2.164 1.327 3.394
C 2.238 2.424 4.422
C 1.043 2.373 5.331
N -0.193 2.305 4.581
C -1.392 2.715 5.301
C -2.565 1.919 4.795
C -2.610 1.961 3.287
N -1.377 1.544 2.669
C -0.272 1.766 3.322
H -0.143 1.147 0.963
H 1.652 1.244 0.768
H 0.888 -0.238 1.395
H 2.262 0.340 3.885
H 2.958 1.429 2.647
H 3.139 2.286 5.022
H 2.295 3.399 3.925
H 1.115 1.484 5.983
H 1.013 3.260 5.973
H -1.227 2.564 6.372
H -1.587 3.786 5.130
H -2.471 0.886 5.142
H -3.481 2.326 5.225
H -3.385 1.286 2.912
H -2.864 2.992 2.983
C -1.711 -6.356 -1.321
N -2.689 -5.309 -1.528
C -4.054 -5.709 -1.259
C -5.055 -4.648 -1.684
C -4.647 -3.288 -1.127
C -3.243 -2.954 -1.508
C -2.334 -4.019 -1.792
C -1.067 -3.701 -2.343
C -0.697 -2.386 -2.500
C -1.495 -1.307 -1.990
C -1.059 0.035 -1.912
C 0.280 0.478 -2.026
C 0.559 1.854 -2.262
C 1.846 2.325 -2.417
C 2.955 1.420 -2.399
N 4.213 1.865 -2.673
C 5.375 1.003 -2.590
C 4.533 3.264 -2.876
C 3.354 4.061 -3.409
C 2.094 3.786 -2.599
C 2.703 0.064 -2.065
C 1.418 -0.373 -1.853
C -2.815 -1.645 -1.574
H -0.697 -5.958 -1.396
H -1.833 -6.809 -0.324
H -1.827 -7.160 -2.065
H -4.248 -6.656 -1.788
H -4.158 -5.918 -0.179
H -5.084 -4.594 -2.780
H -6.048 -4.927 -1.328
H -5.319 -2.514 -1.513
H -4.758 -3.292 -0.031
H -0.398 -4.504 -2.657
H 0.239 -2.184 -3.008
H -1.828 0.801 -1.790
H -0.276 2.556 -2.328
H 5.102 -0.039 -2.769
H 6.091 1.308 -3.365
H 5.887 1.064 -1.614
H 4.882 3.718 -1.928
H 5.373 3.303 -3.583
H 3.599 5.126 -3.375
H 3.179 3.781 -4.454
H 1.232 4.234 -3.104
H 2.183 4.280 -1.617
H 3.525 -0.646 -1.973
H 1.287 -1.403 -1.539
H -3.504 -0.843 -1.298

Stability ranking, top entry: run two; the second entry is 0.1139 hartree less favorable.

Run one
25
Properties=species:S:1:pos:R:3 method="wB97M-V/def2-TZVPD" smiles=CCN(CC)c1ccccn1 homo_ev=-7.8124 homo_lumo_gap_ha=0.321
C -1.782 2.112 0.479
C -1.485 0.985 -0.481
C -1.382 -1.205 0.532
C -1.868 -2.283 -0.471
C 0.741 -0.131 0.099
C 1.495 1.090 -0.205
C 2.846 1.082 -0.264
C 3.549 -0.148 -0.064
C 2.772 -1.192 0.315
H -2.195 1.782 1.470
H -2.547 2.890 0.142
H -0.871 2.679 0.671
H -2.405 0.565 -0.809
H -1.056 1.458 -1.366
H -2.226 -0.604 0.982
H -0.816 -1.604 1.354
H -2.475 -3.068 -0.081
H -2.467 -1.919 -1.246
H -0.928 -2.728 -1.007
H 1.009 1.999 -0.273
H 3.320 2.025 -0.447
H 4.629 -0.240 -0.192
H 3.364 -2.113 0.547
N -0.629 -0.080 -0.011
N 1.406 -1.351 0.325

Run two
25
Properties=species:S:1:pos:R:3 method="wB97M-V/def2-TZVPD" smiles="C=C(c1cnc[nH]1)C(C)(C)C" homo_ev=-8.3233 homo_lumo_gap_ha=0.334
C 1.088 1.827 1.154
C 1.609 3.291 -0.286
C 0.520 1.343 -0.024
C -1.260 0.454 -1.382
C -0.390 0.249 -0.351
C -1.194 -1.281 1.514
C -1.009 -2.091 -0.753
C 1.180 -1.557 0.299
C -0.297 -1.143 0.222
N 1.745 3.014 0.936
N 0.885 2.319 -0.932
H 0.979 1.467 2.103
H 1.994 4.205 -0.786
H -1.832 -0.289 -1.871
H -1.374 1.490 -1.647
H -1.177 -2.341 2.007
H -1.022 -0.458 2.306
H -2.245 -0.907 1.331
H -1.095 -3.100 -0.348
H -0.665 -2.110 -1.782
H -2.017 -1.757 -0.874
H 1.389 -2.546 0.652
H 1.618 -0.979 1.064
H 1.719 -1.301 -0.625
H 0.852 2.202 -1.928

Stability ranking, top entry: run one; the second entry is 0.0146 hartree less favorable.

Run one
13
Properties=species:S:1:pos:R:3 method="wB97M-V/def2-TZVPD" total_charge=-1 homo_ev=-3.9431 homo_lumo_gap_ha=0.274
C 0.562 1.756 1.792
C 0.025 0.535 0.872
S -1.340 -0.481 1.443
H 0.581 1.368 2.814
H -0.062 2.619 1.560
H 1.613 1.838 1.500
H -0.268 0.952 -0.083
H 0.938 -0.039 0.950
H -1.417 -1.262 0.397
O -0.070 -1.234 -2.264
C 0.947 -0.522 -2.218
O 1.303 0.377 -1.408
H 1.641 -0.559 -3.124

Run two
13
Properties=species:S:1:pos:R:3 method="wB97M-V/def2-TZVPD" total_charge=-1 homo_ev=-3.9978 homo_lumo_gap_ha=0.287
C -1.725 2.188 1.303
C -0.369 1.468 1.223
S -0.932 -0.197 0.663
H -1.892 2.471 0.263
H -1.719 3.113 1.872
H -2.566 1.691 1.745
H 0.374 1.915 0.530
H 0.192 1.418 2.187
H 0.161 -0.372 -0.305
O 0.642 -1.849 -0.811
C 1.480 -1.470 -1.657
O 2.146 -0.398 -1.657
H 1.748 -2.224 -2.380

Run three
13
Properties=species:S:1:pos:R:3 method="wB97M-V/def2-TZVPD" total_charge=-1 homo_ev=-4.2357 homo_lumo_gap_ha=0.284
C 0.564 0.718 1.503
C 0.452 1.058 -0.019
S 1.693 0.162 -0.955
H 1.034 1.568 2.023
H -0.459 0.614 1.929
H 1.107 -0.215 1.593
H 0.573 2.153 -0.304
H -0.565 0.812 -0.397
H 1.126 -1.066 -0.810
O -1.966 -1.364 -0.025
C -1.376 -1.451 -1.150
O -1.305 -0.570 -2.014
H -0.877 -2.420 -1.373

Stability ranking, top entry: run three; the second entry is 0.0180 hartree less favorable.

Run one
14
Properties=species:S:1:pos:R:3 method="wB97M-V/def2-TZVPD" homo_ev=-9.4535 homo_lumo_gap_ha=0.360
C 1.964 -1.423 -0.551
C 1.016 -0.528 0.145
C -0.277 -0.544 0.007
C -1.248 0.373 0.715
C -0.872 -1.513 -0.902
H 2.623 -0.787 -1.143
H 1.535 -2.144 -1.289
H 2.482 -2.088 0.177
H -0.794 0.786 1.646
H -2.212 -0.085 0.955
H -2.643 2.332 0.319
N -1.413 -2.284 -1.553
S -1.584 1.823 -0.404
Cl 1.808 0.625 1.187

Run two
14
Properties=species:S:1:pos:R:3 method="wB97M-V/def2-TZVPD" homo_ev=-8.3319 homo_lumo_gap_ha=0.290
C -1.805 -0.245 0.048
C -1.690 1.121 0.444
C -0.451 1.757 -0.123
C 0.800 1.258 -0.064
C 2.045 -0.845 0.310
H -0.701 -0.803 -0.317
H -2.636 2.022 0.540
H -0.620 2.789 -0.646
H 1.510 1.863 -0.685
H 0.358 -0.419 0.907
H 1.894 -1.861 0.911
N 1.001 -0.020 0.320
S 3.607 -0.434 -0.213
Cl -3.406 -0.870 -0.190

Stability ranking, top entry: run one; the second entry is 0.1284 hartree less favorable.

Run one
18
Properties=species:S:1:pos:R:3 method="wB97M-V/def2-TZVPD" smiles="C=CC.CSC" homo_ev=-8.2366 homo_lumo_gap_ha=0.340
C -1.652 0.581 -1.040
S -0.506 -0.855 -1.038
C -0.628 -1.390 -2.682
H -2.713 0.060 -0.930
H -1.494 1.157 -0.127
H -1.548 1.243 -1.926
H -0.053 -2.325 -2.789
H -0.278 -0.579 -3.300
H -1.676 -1.677 -3.023
C 0.191 0.264 2.373
C 1.391 0.874 1.674
C 2.572 0.295 1.300
H 0.122 0.150 3.501
H -0.244 -0.856 2.170
H -0.694 1.022 2.103
H 1.160 1.878 1.340
H 3.312 0.929 0.826
H 2.738 -0.772 1.568

Run two
18
Properties=species:S:1:pos:R:3 method="wB97M-V/def2-TZVPD" smiles="C=CC.CSC" homo_ev=-8.1578 homo_lumo_gap_ha=0.335
C 0.754 0.445 -1.965
S -0.997 0.197 -1.672
C -0.972 -1.593 -1.567
H 1.187 0.593 -0.978
H 1.272 -0.429 -2.352
H 1.016 1.342 -2.518
H -1.921 -1.935 -1.151
H -0.200 -1.956 -0.888
H -0.877 -2.029 -2.561
C 0.079 1.754 1.668
C -0.386 0.341 1.668
C 0.427 -0.707 1.947
H -0.648 2.442 1.235
H 1.037 1.908 1.159
H 0.244 2.074 2.696
H -1.417 0.105 1.405
H 0.115 -1.570 2.533
H 1.287 -0.983 1.339

Stability ranking, top entry: run one; the second entry is 0.0122 hartree less favorable.

Run one
18
Properties=species:S:1:pos:R:3 method="wB97M-V/def2-TZVPD" smiles=CCCCSC homo_ev=-8.4817 homo_lumo_gap_ha=0.349
C 2.054 0.892 1.234
C 1.771 -0.609 0.876
C 0.312 -1.062 1.131
C -0.750 -0.098 0.646
S -0.497 0.386 -1.076
C -2.129 0.029 -1.723
H 2.106 1.489 0.330
H 2.971 0.889 1.814
H 1.271 1.284 1.885
H 2.008 -0.766 -0.173
H 2.412 -1.177 1.544
H 0.207 -2.051 0.674
H 0.244 -1.300 2.198
H -0.819 0.730 1.355
H -1.735 -0.565 0.709
H -2.882 0.492 -1.076
H -2.383 0.424 -2.701
H -2.296 -1.046 -1.708

Run two
18
Properties=species:S:1:pos:R:3 method="wB97M-V/def2-TZVPD" smiles=CC(C)[C@@H](C)S homo_ev=-8.7841 homo_lumo_gap_ha=0.353
C 1.472 0.625 -1.125
C 0.422 -0.242 -0.573
C 1.148 -1.359 0.221
C -0.670 0.491 0.259
C -2.052 -0.227 0.530
H 2.142 0.833 -0.310
H 2.164 0.103 -1.798
H 1.148 1.497 -1.666
H -0.099 -0.512 -1.504
H 0.373 -1.986 0.701
H 1.714 -0.915 1.027
H 1.761 -1.927 -0.497
H -0.896 1.314 -0.554
H -2.318 -0.802 -0.363
H -2.028 -0.939 1.390
H -2.747 0.576 0.819
H -1.385 2.022 1.782
S -0.149 1.446 1.662

Stability ranking, top entry: run one; the second entry is 0.0121 hartree less favorable.